[1]
Density functional theory data (the ωB97M-V functional and the def2-TZVPD basis) for a molecular structure, C35H61BaN4OPSSi2 in a non-equilibrium geometry.

Each line ends with the Löwdin charge.
Cartesian coordinates (Å):
Ba: 0.013 1.554 -0.021  1.841
C: 2.774 -1.281 0.882  -0.167
Si: 3.571 0.180 0.001  0.371
C: 3.393 -0.068 -1.863  -0.173
C: 5.404 -0.071 0.366  -0.179
C: 2.772 1.731 0.523  -0.543
C: 2.406 1.738 1.975  -0.437
C: 3.362 1.740 3.010  -0.038
C: 2.991 1.763 4.334  -0.059
C: 1.639 1.780 4.663  -0.076
C: 0.735 1.769 3.626  -0.156
N: 1.088 1.748 2.335  -0.109
Si: 3.515 3.301 -0.016  0.371
C: 2.717 4.743 0.896  -0.163
C: 5.350 3.598 0.302  -0.180
C: 3.293 3.549 -1.875  -0.180
H: 3.224 -2.212 0.523  0.032
H: 1.696 -1.336 0.722  -0.012
H: 2.959 -1.215 1.958  0.039
H: 3.462 -1.128 -2.121  0.029
H: 4.181 0.449 -2.416  0.024
H: 2.438 0.306 -2.244  0.009
H: 5.700 -1.060 0.002  0.029
H: 5.599 -0.048 1.442  0.025
H: 6.058 0.665 -0.104  0.011
H: 4.408 1.730 2.726  0.105
H: 3.749 1.770 5.108  0.108
H: 1.297 1.801 5.688  0.099
H: -0.333 1.779 3.825  0.106
H: 3.127 4.807 1.909  0.038
H: 1.635 4.665 0.992  -0.006
H: 2.945 5.689 0.395  0.029
H: 5.577 3.558 1.371  0.025
H: 5.613 4.600 -0.051  0.029
H: 6.008 2.889 -0.203  0.012
H: 2.276 3.316 -2.205  0.011
H: 3.969 2.914 -2.452  0.021
H: 3.508 4.585 -2.152  0.027
C: 0.507 7.860 -0.888  -0.010
N: -0.036 6.619 -0.368  -0.127
C: -0.599 6.418 0.869  -0.064
C: -0.907 5.093 0.926  -0.162
N: -0.541 4.473 -0.244  -0.040
C: -0.024 5.420 -0.989  -0.190
H: 0.237 8.665 -0.210  0.090
H: 0.084 8.074 -1.868  0.093
H: 1.593 7.803 -0.956  0.089
H: -0.728 7.224 1.569  0.118
H: -1.382 4.558 1.732  0.104
H: 0.389 5.303 -1.979  0.135
O: -0.445 -0.841 -0.101  -0.641
P: -1.599 -1.785 -0.466  0.819
C: -3.009 -1.426 0.609  -0.330
C: -2.542 -1.119 2.049  -0.183
C: -3.752 -1.055 2.972  -0.184
C: -4.394 -2.443 3.117  -0.185
C: -4.237 -3.276 1.836  -0.194
C: -4.236 -2.373 0.610  -0.169
C: -2.107 -1.396 -2.156  -0.331
C: -3.224 -2.273 -2.794  -0.161
C: -2.756 -2.960 -4.073  -0.208
C: -2.270 -1.951 -5.112  -0.186
C: -1.374 -0.866 -4.484  -0.179
C: -0.895 -1.262 -3.092  -0.201
C: -0.937 -3.460 -0.346  -0.325
C: -1.830 -4.660 -0.736  -0.171
C: -1.314 -5.964 -0.110  -0.194
C: 0.207 -5.968 -0.049  -0.196
C: 0.710 -4.872 0.906  -0.178
C: -0.285 -3.712 1.025  -0.195
H: -3.348 -0.470 0.193  0.061
H: -1.996 -0.174 2.056  0.093
H: -1.839 -1.874 2.417  0.107
H: -4.467 -0.340 2.555  0.106
H: -3.464 -0.669 3.951  0.111
H: -5.455 -2.332 3.350  0.109
H: -3.948 -2.975 3.960  0.107
H: -5.038 -4.015 1.765  0.113
H: -3.306 -3.850 1.866  0.091
H: -5.128 -1.741 0.622  0.118
H: -4.314 -2.956 -0.305  0.076
H: -2.503 -0.380 -2.019  0.109
H: -4.078 -1.630 -3.022  0.127
H: -3.600 -3.024 -2.103  0.072
H: -3.570 -3.562 -4.482  0.114
H: -1.954 -3.666 -3.837  0.099
H: -3.135 -1.485 -5.590  0.109
H: -1.732 -2.475 -5.905  0.106
H: -1.928 0.073 -4.393  0.116
H: -0.520 -0.653 -5.129  0.109
H: -0.197 -0.522 -2.699  0.089
H: -0.326 -2.197 -3.138  0.117
H: -0.111 -3.396 -1.070  0.127
H: -1.837 -4.757 -1.824  0.103
H: -2.865 -4.502 -0.432  0.089
H: -1.691 -6.813 -0.683  0.111
H: -1.718 -6.077 0.900  0.113
H: 0.602 -5.801 -1.056  0.113
H: 0.584 -6.943 0.261  0.107
H: 1.666 -4.477 0.553  0.104
H: 0.900 -5.289 1.897  0.112
H: 0.224 -2.821 1.391  0.090
H: -1.069 -3.950 1.749  0.101
S: -5.225 1.759 -0.093  0.457
C: -3.599 1.907 -0.305  -1.014
N: -2.436 1.931 -0.454  -0.232

The max |F| is 1.4 eV/Å. As for the relative energy (zero: lowest compared OMol25 entry of this formula, charge and spin): 22.8 kcal/mol. For the gap between HOMO and LUMO, the calculation gives 7.2 eV.

---

[2]
Density functional theory data (the ωB97M-V functional and the def2-TZVPD basis) for a molecular structure, C35H62FN13NbO5 in a non-equilibrium geometry.

Each line ends with the Löwdin charge.
Cartesian coordinates (Å):
C: 6.681 -0.624 -0.222  -0.119
C: 7.271 -0.626 -1.752  -0.257
O: 6.243 -0.645 -2.813  -0.222
C: 5.509 0.629 -2.755  -0.195
C: 4.659 0.899 -4.169  -0.189
O: 4.137 2.279 -4.263  -0.320
C: 2.669 2.288 -4.413  -0.420
Nb: 1.575 2.046 -2.387  1.634
F: 1.683 -0.060 -2.700  -0.577
C: 1.601 4.308 -2.130  -0.407
C: 0.668 4.888 -0.914  -0.318
N: -0.683 4.680 -0.752  0.000
C: 0.506 1.660 -0.415  -0.412
O: -0.960 1.411 -0.617  -0.301
C: -1.207 -0.049 -0.768  -0.222
O: -2.638 -0.374 -1.026  -0.190
C: -2.787 -1.216 -2.226  -0.179
C: -4.408 -1.486 -2.538  -0.197
O: -5.275 -0.485 -1.844  -0.156
H: 6.073 -1.614 -0.079  0.084
H: 7.557 -0.504 0.553  0.047
H: 5.927 0.276 -0.015  0.078
H: 8.028 -1.509 -1.937  0.125
H: 7.884 0.385 -1.906  0.113
H: 6.208 1.576 -2.631  0.116
H: 4.742 0.551 -1.873  0.079
H: 5.410 0.741 -5.083  0.130
H: 3.782 0.128 -4.307  0.111
H: 2.305 3.311 -4.860  0.045
H: 2.273 1.451 -5.160  0.062
H: -0.021 2.048 -3.257  -0.111
H: 3.151 1.991 -1.474  -0.090
H: 2.703 4.732 -2.012  0.050
H: 1.186 4.789 -3.135  0.051
H: 1.218 5.566 -0.100  0.097
H: -0.985 4.080 -1.561  0.014
H: 0.697 2.445 0.432  0.052
H: 0.926 0.623 0.002  0.063
H: -0.917 -0.623 0.231  0.135
H: -0.589 -0.549 -1.627  0.118
H: -2.311 -2.287 -2.136  0.134
H: -2.387 -0.645 -3.177  0.141
H: -4.735 -2.590 -2.252  0.116
H: -4.552 -1.419 -3.718  0.128
H: -5.900 -0.131 -2.566  0.102
C: -4.255 -2.652 1.363  -0.051
C: -4.383 -4.163 1.262  -0.172
N: -4.489 -5.417 1.179  0.083
H: -3.412 -2.391 2.008  0.061
H: -4.090 -2.225 0.370  0.058
H: -5.170 -2.228 1.785  0.072
C: -2.860 0.298 4.807  -0.083
C: -1.828 -0.462 3.989  -0.200
N: -0.972 -1.092 3.311  0.098
H: -2.776 0.022 5.862  0.060
H: -2.696 1.374 4.707  0.082
H: -3.866 0.057 4.454  0.052
C: -6.730 -1.023 5.754  -0.079
C: -5.784 -0.531 6.838  -0.210
N: -5.000 -0.123 7.737  0.093
H: -6.523 -0.503 4.815  0.069
H: -6.596 -2.098 5.603  0.078
H: -7.765 -0.832 6.047  0.076
C: -8.661 -0.334 -1.239  -0.078
C: -9.246 -1.310 -2.246  -0.194
N: -9.731 -2.120 -3.082  0.082
H: -9.347 -0.211 -0.396  0.075
H: -7.704 -0.710 -0.867  0.060
H: -8.502 0.639 -1.712  0.081
C: -12.832 -1.836 -4.701  -0.096
C: -13.975 -1.336 -5.570  -0.219
N: -14.922 -0.921 -6.290  0.068
H: -12.513 -1.048 -4.015  0.053
H: -13.158 -2.704 -4.120  0.075
H: -11.986 -2.127 -5.329  0.072
C: 8.676 2.512 0.932  -0.090
C: 7.534 3.013 0.063  -0.211
N: 6.586 3.428 -0.658  0.109
H: 8.996 3.301 1.618  0.067
H: 8.350 1.645 1.513  0.023
H: 9.523 2.222 0.304  0.055
C: 5.614 2.577 3.699  -0.114
C: 6.369 1.300 3.369  -0.160
N: 6.996 0.241 3.095  0.106
H: 5.957 2.976 4.658  0.073
H: 5.786 3.324 2.920  0.037
H: 4.542 2.370 3.763  0.080
C: -2.106 -7.462 2.108  -0.096
C: -0.720 -7.629 1.507  -0.215
N: 0.430 -7.768 1.009  0.073
H: -2.652 -8.409 2.055  0.073
H: -2.025 -7.156 3.154  0.074
H: -2.662 -6.700 1.555  0.014
C: 7.318 -3.200 2.996  -0.085
C: 8.349 -3.960 2.178  -0.207
N: 9.205 -4.591 1.500  0.065
H: 7.401 -3.477 4.051  0.072
H: 7.482 -2.124 2.896  0.021
H: 6.311 -3.442 2.644  0.080
C: 12.468 -2.504 0.694  -0.084
C: 11.635 -1.273 0.377  -0.195
N: 10.944 -0.252 0.114  0.095
H: 13.520 -2.311 0.468  0.070
H: 12.372 -2.756 1.754  0.073
H: 12.125 -3.352 0.094  0.074
C: 6.213 6.767 2.696  -0.063
C: 5.251 5.771 3.323  -0.168
N: 4.453 4.945 3.842  0.108
H: 7.155 6.270 2.449  0.072
H: 5.778 7.182 1.783  0.083
H: 6.414 7.582 3.397  0.075
C: -15.635 1.016 -2.420  -0.081
C: -14.166 1.259 -2.118  -0.212
N: -12.947 1.461 -1.866  0.078
H: -15.975 1.706 -3.198  0.078
H: -15.779 -0.011 -2.768  0.070
H: -16.233 1.173 -1.518  0.073

The max |F| is 10.4 eV/Å. The net charge is -1. For the gap between HOMO and LUMO, the calculation gives 5.4 eV.

---

[3]
Density functional theory data (the ωB97M-V functional and the def2-TZVPD basis) for a molecular structure, C35H63BCl2F6N10OSr in a non-equilibrium geometry.

Each line ends with the Löwdin charge.
Cartesian coordinates (Å):
Sr: 0.382 1.159 -0.890  1.388
N: 2.899 2.395 0.204  0.006
C: 4.253 2.144 0.662  -0.243
C: 4.199 1.489 2.044  -0.192
N: 3.283 0.367 2.061  -0.188
C: 3.732 -0.785 1.305  -0.175
C: 2.603 -1.399 0.473  -0.240
N: 2.233 -0.570 -0.672  -0.075
C: 2.808 0.045 3.395  -0.189
C: 1.605 0.925 3.766  -0.251
N: 0.499 0.801 2.838  0.021
H: 2.895 2.708 -0.757  0.034
H: 2.509 3.151 0.753  0.064
H: 4.858 3.060 0.745  0.117
H: 4.756 1.494 -0.058  0.101
H: 3.830 2.230 2.757  0.114
H: 5.218 1.205 2.359  0.125
H: 4.148 -1.565 1.964  0.125
H: 4.536 -0.482 0.629  0.112
H: 1.707 -1.531 1.081  0.077
H: 2.947 -2.390 0.138  0.113
H: 1.690 -1.156 -1.297  0.024
H: 3.077 -0.310 -1.175  0.082
H: 3.603 0.152 4.151  0.122
H: 2.476 -0.994 3.397  0.088
H: 1.924 1.971 3.768  0.095
H: 1.276 0.664 4.776  0.114
H: 0.046 -0.102 2.935  0.059
H: 0.892 0.833 1.898  0.025
C: -5.099 0.432 1.077  -0.020
C: -3.733 1.016 0.953  -0.262
C: -3.480 2.352 1.179  0.023
C: -2.123 2.534 0.916  -0.262
N: -1.590 1.368 0.540  -0.038
N: -2.568 0.432 0.575  0.022
B: -2.464 -1.097 0.298  -0.510
N: -2.021 -1.964 1.511  0.019
N: -0.746 -2.386 1.701  0.145
C: -0.779 -3.374 2.589  -0.261
C: -2.104 -3.604 2.989  -0.002
C: -2.863 -2.700 2.285  -0.291
C: -4.345 -2.602 2.406  -0.025
C: 0.348 -4.277 3.031  -0.543
C: 0.128 -5.628 2.330  -0.043
C: 0.277 -4.475 4.552  -0.047
C: 1.747 -3.786 2.677  -0.051
N: -1.649 -1.587 -0.935  0.018
N: -0.673 -0.999 -1.660  -0.014
C: -0.356 -1.830 -2.661  -0.277
C: -1.130 -2.988 -2.553  0.004
C: -1.942 -2.797 -1.456  -0.272
C: -2.988 -3.737 -0.975  -0.001
C: 0.622 -1.623 -3.801  -0.521
C: -0.154 -1.785 -5.121  -0.048
C: 1.700 -2.722 -3.727  -0.035
C: 1.308 -0.255 -3.839  -0.055
C: -1.439 3.873 1.007  -0.526
C: -1.905 4.587 2.286  -0.037
C: -1.856 4.706 -0.213  -0.029
C: 0.074 3.721 1.054  -0.071
H: -5.812 1.255 1.090  0.084
H: -5.208 -0.117 2.009  0.065
H: -5.342 -0.231 0.250  0.075
H: -4.195 3.086 1.492  0.113
H: -3.584 -1.412 0.046  0.099
H: -2.478 -4.333 3.682  0.107
H: -4.722 -3.556 2.769  0.084
H: -4.827 -2.374 1.461  0.059
H: -4.618 -1.844 3.140  0.080
H: -0.852 -6.031 2.571  0.080
H: 0.890 -6.341 2.642  0.082
H: 0.190 -5.504 1.250  0.087
H: -0.677 -4.897 4.850  0.071
H: 0.407 -3.526 5.068  0.087
H: 1.064 -5.150 4.886  0.083
H: 1.859 -3.721 1.601  0.066
H: 2.487 -4.489 3.060  0.091
H: 1.924 -2.815 3.127  0.056
H: -1.125 -3.850 -3.186  0.112
H: -2.938 -4.654 -1.556  0.085
H: -3.979 -3.300 -1.097  0.086
H: -2.852 -3.985 0.074  0.076
H: -0.751 -2.692 -5.128  0.076
H: 0.536 -1.830 -5.961  0.087
H: -0.820 -0.940 -5.274  0.064
H: 1.263 -3.701 -3.906  0.083
H: 2.176 -2.742 -2.747  0.075
H: 2.467 -2.542 -4.480  0.089
H: 0.647 0.527 -3.480  0.031
H: 1.563 -0.019 -4.870  0.095
H: 2.231 -0.241 -3.265  0.071
H: -2.957 4.851 2.229  0.075
H: -1.340 5.506 2.426  0.086
H: -1.756 3.948 3.153  0.094
H: -2.934 4.846 -0.234  0.089
H: -1.550 4.215 -1.133  0.054
H: -1.381 5.683 -0.185  0.088
H: 0.346 3.072 1.880  0.070
H: 0.538 4.696 1.179  0.102
H: 0.414 3.297 0.115  0.005
Cl: -2.104 1.742 -2.764  0.650
C: -3.503 0.667 -2.709  -0.947
Cl: -3.424 -0.544 -3.990  0.591
H: -4.403 1.259 -2.864  0.038
H: -3.499 0.152 -1.751  -0.003
C: 2.875 3.118 -3.832  0.036
C: 1.568 3.491 -3.093  -0.493
O: 1.137 2.599 -2.204  -0.462
C: 1.815 4.858 -2.391  -0.556
F: 0.795 5.225 -1.611  0.150
F: 2.060 5.884 -3.217  0.159
F: 2.885 4.788 -1.573  0.132
C: 0.488 3.756 -4.181  -0.572
F: 0.138 2.614 -4.790  0.125
F: -0.640 4.278 -3.680  0.130
F: 0.888 4.584 -5.161  0.149
H: 3.646 2.907 -3.093  0.089
H: 3.197 3.933 -4.478  0.096
H: 2.699 2.225 -4.427  0.082

The max |F| is 1.9 eV/Å. As for the relative energy (zero: lowest compared OMol25 entry of this formula, charge and spin): 0.1 kcal/mol. For the gap between HOMO and LUMO, the calculation gives 8.8 eV.

---

Q: Which of these has the highest max |F|?
A: C35H62FN13NbO5

---

Q: What is the gap between HOMO and LUMO in the first record?
A: 7.2 eV

---

Q: The highest max |F| belongs to which entry?
A: C35H62FN13NbO5

---

Q: The highest max |F| belongs to which entry?
A: C35H62FN13NbO5